Density functional theory data (the ωB97M-V functional and the def2-TZVPD basis) for a cluster of 2 separate species, C3H7NO2 in total.

```
13
Properties=species:S:1:pos:R:3:mulliken_charge:R:1
N 1.35209 0.52125 1.40018 -0.634
H -0.78328 1.17552 -0.94990 0.301
H -2.21683 0.67277 0.84807 0.295
O 2.24522 -0.45556 -1.49518 -0.349
C -1.16921 0.17508 -0.71581 -0.415
C -0.17516 -0.86608 -1.12239 -0.595
H 0.36887 0.72987 1.55360 0.216
O -1.47839 0.07366 0.67497 -0.552
H -0.48050 -1.89362 -1.28859 0.315
H -2.08406 0.02067 -1.30439 0.389
C 1.11212 -0.62041 -1.28689 0.582
H 1.88924 0.95033 2.14786 0.223
H 1.41989 -0.48348 1.53847 0.224
```

Output
Relative energy (zero: lowest compared OMol25 entry of this formula, charge and spin) = 207.16 kJ/mol
SMILES = O=C=CCO.N
Total charge = 0
LUMO energy = 0.752 eV
Maximum force = 0.02034 hartree/bohr
HOMO energy = -9.0295 eV
E = -323.70206 a.u.

Density functional theory data (the ωB97M-V functional and the def2-TZVPD basis) for the ion C8H20N3O3 with charge +1.

```
34
Properties=species:S:1:pos:R:3:mulliken_charge:R:1
H -2.99116 -2.13378 -0.22477 0.318
C 2.57242 0.67410 -0.06886 -0.276
H -3.61304 0.19604 -1.31442 0.378
H -3.59731 1.68822 -0.44266 0.462
H -0.42910 -0.02508 -2.48064 0.444
N 0.66235 1.68875 -1.00674 -0.560
O -1.14006 2.58488 -0.17701 -0.593
C -3.63268 0.66265 -0.33879 -1.510
H -1.80807 -0.95781 -1.92138 0.446
H -2.87493 -1.72412 1.43713 0.515
C 3.24437 -0.68052 -0.10447 -0.882
N -0.56862 1.64456 -0.55959 1.000
H 1.08921 2.63300 -0.97724 0.315
C -2.34350 0.03528 0.36009 1.166
H 5.50616 0.41252 -0.49995 0.328
O 5.36829 0.52142 0.44312 -0.502
H -3.01558 0.55838 2.38286 0.399
H 0.03289 -1.25584 -1.46911 0.222
H -1.49408 -1.93951 0.65024 0.480
H -4.44322 0.50516 0.29932 0.446
H 3.47768 -1.18200 -1.00676 0.405
C 4.41524 -0.47023 0.91039 -0.569
H -1.60366 1.64189 1.65800 0.408
C -2.05804 0.66929 1.76180 -1.433
H 4.04866 -0.20312 1.89024 0.386
O 1.46244 0.58073 -0.97335 -0.153
H 3.39266 1.33297 -0.37271 0.415
C -2.41886 -1.42595 0.55982 -1.806
H 4.85899 -1.49371 1.05077 0.314
C -0.82028 -0.56744 -1.68476 -0.981
H -1.48504 -0.10389 2.36596 0.389
N -1.12948 0.29986 -0.55969 0.326
H 2.31054 0.93687 0.97535 0.309
H 2.53273 -1.36987 0.26882 0.393
```

Output
Relative energy (zero: lowest compared OMol25 entry of this formula, charge and spin) = 549.18 kJ/mol
SMILES = CN([N+](=O)NOCCCO)C(C)(C)C
Total charge = +1
LUMO energy = -4.549 eV
Maximum force = 0.12445 hartree/bohr
HOMO energy = -13.4019 eV
E = -706.28934 a.u.

Density functional theory data (the ωB97M-V functional and the def2-TZVPD basis) for a structure of composition C23H66CuO25.

```
115
Properties=species:S:1:pos:R:3:mulliken_charge:R:1
H -5.35494 -1.21869 0.68418 0.130
O 1.73537 -3.03262 -4.70186 -0.480
C -1.46159 -1.05920 -3.13911 -0.025
H 1.29665 4.90182 1.72031 0.336
H -1.58709 -4.86731 1.21103 0.471
H 3.13828 -2.58569 -3.32764 0.136
C -2.31449 4.22205 -2.87266 -0.570
O 0.97190 3.17656 -3.48882 -1.023
H 1.51679 2.04066 -2.03172 -0.116
O -2.02626 -0.03275 4.45656 -0.655
C 5.19456 -1.92891 2.77546 -0.278
O 3.24767 1.53731 4.39191 -0.556
O -1.51513 1.44353 -0.36685 1.078
C -0.85632 -3.17834 0.35167 0.871
H 0.44202 0.37053 3.84122 0.180
C 3.21349 1.62800 3.01001 -0.523
H 4.90527 -0.96480 2.35725 0.051
H -1.03792 0.45786 -5.12961 0.368
H -0.74537 5.93412 0.03031 0.328
H -1.70698 -3.21368 -0.32894 0.237
O -6.76531 -1.91396 1.91692 -0.544
H -1.13847 -2.51261 1.16732 -0.711
H -2.97839 -0.03792 0.09856 -0.050
O -0.14673 -0.22720 1.87373 1.266
O 1.90098 1.55711 -1.29676 -0.167
H 4.19420 0.80664 0.14931 0.249
H 1.19281 2.52960 2.87778 -0.143
H 3.43147 -1.39375 0.62190 -0.251
O 0.26608 1.59890 -4.74864 -1.076
H 2.88541 0.32490 -2.57615 0.265
H -1.69115 -1.81561 3.30433 -0.091
C -4.42700 -2.47285 2.06136 0.479
H 3.93330 1.58676 -1.98684 0.466
C -1.74290 -1.28183 -4.63756 -0.731
H -2.04395 5.10313 -3.45456 0.360
H -4.39126 -1.94401 3.01381 0.310
H -3.62946 1.16857 -0.81906 0.559
H 2.86188 -4.17157 -1.66233 0.020
C 2.21404 -4.22297 -2.53740 -0.568
H -1.37552 -1.91619 -2.47110 -0.083
H -3.73324 3.47689 -4.33492 0.403
H -3.59143 2.71302 1.11051 0.376
H 1.74860 -3.95537 -4.96635 0.309
O 2.18626 2.46675 -5.17554 -0.882
H -0.14504 0.28607 -3.50165 -0.314
O 2.94169 -0.77923 0.07045 0.329
C 3.13116 0.91084 -1.69050 -0.784
H -0.77926 0.49315 1.92458 -0.516
C -5.63726 -2.15627 1.16309 -0.346
Cu 0.50096 -0.10190 -0.43692 -0.470
H -1.30595 6.16331 2.70205 0.362
C 2.09931 -2.91477 -3.34565 0.472
H -0.99606 -2.04105 -4.86979 0.211
O 0.29864 -2.61277 -0.31734 0.813
H 3.82207 2.24052 4.70362 0.388
H 5.33381 -1.68948 3.82967 0.371
H -0.63636 4.48299 3.57949 0.278
O 6.46099 -2.42209 2.40132 -0.559
H 4.67032 -0.57411 -0.77890 0.456
O 0.95208 5.60812 1.16895 -0.592
O 0.89463 -4.62747 -2.13352 -0.485
O -2.41798 1.53898 2.37559 -0.538
H -3.18145 4.47720 -2.26325 0.371
H 0.97526 -1.14665 3.31718 0.018
H -2.86584 2.17185 -3.51649 -0.123
H 3.02617 4.12867 3.32122 0.255
O 0.26590 -4.84018 1.89961 -0.593
H 4.23074 1.80458 2.66057 0.639
H -5.81885 -2.92861 0.41568 0.310
H -2.29353 0.58665 3.77355 0.593
C -0.61129 -4.60580 0.80176 -1.033
H -6.87650 -0.96043 1.91531 0.336
O -4.41618 -3.87290 2.34951 -0.570
H 1.13004 -4.65062 1.52688 0.303
H 2.16687 2.35182 1.29939 -0.274
C -2.86161 1.03458 -0.05713 -0.375
H -1.18723 2.69128 -4.93645 0.471
H -0.43299 3.61216 -2.58342 0.227
H -0.87406 -1.65456 4.79648 0.498
H -3.49062 -2.31380 1.52657 -0.386
C 2.15661 2.55880 2.36950 1.167
H 1.45255 -2.13882 -2.93615 -0.244
C 3.82275 0.07954 -0.57281 -0.466
H 3.68742 -4.03165 0.88015 0.248
H -2.27357 -0.45693 -2.73161 -0.147
O -0.33906 -0.32774 -2.78947 1.518
H -2.34160 5.30291 1.60857 0.304
C 4.17846 -3.08530 2.42858 -0.389
H 0.41668 -4.86312 -2.93204 0.284
H -4.26492 1.25283 1.49482 0.309
O -1.22591 3.75073 -2.06028 -0.168
H 0.61554 -3.29532 -0.91339 -0.274
O -1.81618 -0.03782 -5.39463 -0.556
H 3.21881 -2.91728 2.91741 0.214
H -2.67844 -1.83435 -4.72467 0.423
O -1.12532 4.14816 2.82425 -0.561
H -5.02512 -4.04737 3.07087 0.306
C 0.11160 -0.48489 3.25199 -0.092
H -1.93986 2.34377 2.58845 0.195
H 4.51530 -4.03967 2.83330 0.440
O -1.89168 3.33278 -5.05399 -0.590
C -1.33617 5.30604 2.02952 -0.670
O 2.54569 3.90348 2.52120 -0.597
C -0.37500 5.26927 0.81063 0.015
H -0.35690 -5.25839 -0.03342 0.307
C -1.15487 -1.08535 3.91033 -0.381
H -1.47598 2.38487 -0.55108 -0.629
H -0.47500 4.27207 0.38204 0.119
H 6.43945 -2.55275 1.45050 0.351
O 3.91992 -3.11612 1.05145 -0.547
H 2.50046 -5.05994 -3.17423 0.497
C -2.76834 3.17733 -3.92587 -0.243
H 3.14080 0.63880 2.55802 -0.289
C 1.14566 2.45197 -4.48781 0.634
C -3.29248 1.67251 1.23730 -0.958
```

Output
Relative energy (zero: lowest compared OMol25 entry of this formula, charge and spin) = 207.84 kJ/mol
Total charge = -1
LUMO energy = 1.364 eV
Maximum force = 0.10346 hartree/bohr
HOMO energy = -2.6174 eV
E = -4437.21622 a.u.

Density functional theory data (the ωB97M-V functional and the def2-TZVPD basis) for a cluster of 12 separate species, H24O12 in total.

```
36
Properties=species:S:1:pos:R:3:mulliken_charge:R:1
O 8.23996 -19.77872 8.35557 -0.649
H 10.54046 -24.95257 3.90590 0.314
O 11.18589 -21.16678 3.86027 -0.594
H 10.06004 -25.23599 9.16067 0.306
H 12.81946 -23.95256 -1.33964 0.304
O 13.88671 -19.99966 -0.74801 -0.634
H 12.81993 -22.64891 -0.56998 0.330
O 8.98157 -20.22991 -0.70834 -0.628
O 10.96882 -25.31777 4.68009 -0.634
H 9.73611 -23.62563 1.08195 0.308
O 6.49955 -20.24775 4.78310 -0.632
H 12.97305 -19.24678 5.21409 0.317
O 13.61608 -18.84399 5.79761 -0.653
O 10.27033 -24.30230 9.17647 -0.621
H 14.83262 -20.14541 -0.73244 0.318
O 9.01144 -23.73128 1.69832 -0.605
H 10.60874 -21.83365 4.23230 0.311
H 9.89751 -20.31839 -0.97188 0.308
H 11.00336 -21.18839 2.92089 0.294
H 9.07438 -19.59651 7.92339 0.321
H 8.22437 -23.63311 1.16249 0.289
H 14.44783 -25.50408 2.06388 0.308
H 9.82300 -23.94256 8.41051 0.319
H 7.61570 -19.88365 7.63758 0.326
H 11.82054 -25.61878 4.36357 0.317
H 14.03995 -24.10452 1.65554 0.328
H 12.54104 -21.04908 9.85805 0.311
H 6.02934 -19.44907 4.54383 0.318
H 5.91374 -20.95840 4.52227 0.318
H 8.97149 -19.46950 -0.12705 0.319
H 13.79420 -19.51406 6.45754 0.319
O 14.45305 -24.59572 2.36568 -0.633
O 12.43469 -23.52515 -0.57447 -0.633
H 12.09385 -21.97441 8.74644 0.321
H 13.73197 -19.51436 -1.55842 0.323
O 12.65886 -21.22245 8.92409 -0.630
```

Output
Relative energy (zero: lowest compared OMol25 entry of this formula, charge and spin) = 238.54 kJ/mol
SMILES = O.O.O.O.O.O.O.O.O.O.O.O
Total charge = 0
LUMO energy = -0.181 eV
Maximum force = 0.00909 hartree/bohr
HOMO energy = -10.6978 eV
E = -917.23450 a.u.

| no. | Kohn-Sham gap (eV) |
| --- | --- |
| 1 | 9.78 |
| 2 | 8.85 |
| 3 | 3.98 |
| 4 | 10.52 |